Entry from the Open Molecules 2025 dataset: a molecular structure, C10H10BrFY in a non-equilibrium geometry (ωB97M-V/def2-TZVPD).

relative energy (zero: lowest compared OMol25 entry of this formula, charge and spin)	0.0	kcal/mol
charge	-1
max |F|	2.2	eV Å⁻¹

Each line ends with the natural charge from an NBO analysis.
Element x y z (Å)
C -1.27135 -0.79128 -1.84377  -0.307
C -1.34867 -1.79677 -0.86540  -0.364
C -2.12645 -1.29777 0.21406  -0.449
H -0.86907 -2.77902 -0.91950  0.236
C -2.50637 0.04306 -0.09892  -0.396
C -1.95320 0.35166 -1.37911  -0.345
H -2.05278 1.30371 -1.90011  0.219
H -0.78045 -0.89000 -2.82250  0.217
H -2.29734 -1.80406 1.16993  0.240
H -3.02491 0.74039 0.54922  0.235
Y -0.04485 -0.00614 0.64243  1.848
Br 0.96032 -2.22306 1.82915  -0.634
C 2.16827 1.25677 0.28600  -0.436
C 1.30115 2.01522 -0.57032  -0.370
C 1.09922 1.24468 -1.75778  -0.317
H 0.82554 2.94967 -0.34192  0.226
C 1.79720 0.02260 -1.62313  -0.350
C 2.47397 0.02003 -0.37133  -0.365
H 3.04173 -0.79554 0.03751  0.236
H 2.43307 1.51520 1.30306  0.230
H 0.49991 1.55917 -2.60611  0.210
H 1.81937 -0.78606 -2.35092  0.213
F -0.53572 1.55694 1.84365  -0.777

Entry from the Open Molecules 2025 dataset: a single C10H10BrN molecule in a non-equilibrium geometry (ωB97M-V/def2-TZVPD).

relative energy (zero: lowest compared OMol25 entry of this formula, charge and spin)	121.4	kcal/mol
charge	0
max |F|	4.8	eV Å⁻¹

Each line ends with the natural charge from an NBO analysis.
Element x y z (Å)
C -2.16682 0.88694 1.96026  -0.281
C -1.43559 1.42897 0.99890  -0.123
C -0.05877 -1.96530 -0.13452  -0.154
C -2.11745 -0.54262 2.23633  0.084
C -0.37196 0.53682 0.35232  -0.239
C -0.54112 -0.97230 0.62166  0.129
C 0.54931 0.97725 -0.44948  0.214
C 0.65190 -1.81662 -1.41272  -0.543
C 2.08953 -1.40668 -1.07776  -0.204
C 1.35530 2.07462 -0.91070  -0.733
N -1.35926 -1.37945 1.63285  -0.398
Br 3.07635 -0.58773 -2.41726  0.051
H -2.88781 1.55789 2.37763  0.216
H -1.46158 2.34365 0.56321  0.202
H -0.22333 -2.88660 0.33229  0.226
H -2.89109 -0.73272 2.98079  0.185
H 0.78602 -2.62867 -2.09886  0.236
H 0.17920 -1.18692 -2.16916  0.239
H 2.29095 -1.05026 -0.11052  0.189
H 1.48060 2.86081 -0.19437  0.234
H 0.77713 2.73515 -1.77501  0.223
H 2.27850 1.75376 -1.30587  0.247

Entry from the Open Molecules 2025 dataset: a single C10H10BrNO molecule in a non-equilibrium geometry (ωB97M-V/def2-TZVPD).

relative energy (zero: lowest compared OMol25 entry of this formula, charge and spin)	90.1	kcal/mol
charge	0
max |F|	3.4	eV Å⁻¹

Each line ends with the natural charge from an NBO analysis.
Element x y z (Å)
C -1.75341 2.40416 0.03936  -0.220
C -2.26526 1.43750 -0.78927  -0.206
C -0.51193 2.19945 0.64612  -0.168
C -1.63915 0.15866 -0.92723  -0.225
C 0.12157 0.95762 0.52110  -0.170
C -0.46744 -0.07198 -0.25463  0.169
C 0.26589 -1.84986 1.17917  0.659
C 1.39775 0.76634 1.07358  -0.009
C 2.41734 -0.03227 0.32672  -0.686
C -0.08319 -2.35091 -1.15523  -0.425
N 0.00715 -1.35429 -0.02594  -0.497
O 0.61138 -2.84458 1.74175  -0.527
Br 2.00892 1.41538 2.73250  0.088
H -2.40091 3.31144 0.17607  0.223
H -3.33683 1.63651 -1.09505  0.221
H -0.07693 3.01728 1.30163  0.231
H -1.91615 -0.50340 -1.65593  0.208
H 3.18890 0.58396 -0.13351  0.226
H 1.88843 -0.55607 -0.45726  0.218
H 2.97268 -0.83176 0.92510  0.233
H -0.49321 -1.75340 -2.03199  0.212
H 0.93561 -2.63153 -1.19708  0.223
H -0.87122 -3.10825 -0.93999  0.222

Entry from the Open Molecules 2025 dataset: a single C10H10BrNO molecule in a non-equilibrium geometry (ωB97M-V/def2-TZVPD).

structure (SMILES)	CC/C(Br)=C(\N=O)c1ccccc1
relative energy (zero: lowest compared OMol25 entry of this formula, charge and spin)	101.1	kcal/mol
charge	0
max |F|	4.8	eV Å⁻¹

Each line ends with the natural charge from an NBO analysis.
Element x y z (Å)
C 0.46645 -3.24151 -1.84507  -0.603
C -0.12728 -2.65093 -0.57574  -0.474
C 0.25377 -1.21775 -0.24934  0.039
Br 1.91458 -0.55811 -0.59432  0.158
C -0.62629 -0.34034 0.22989  -0.072
N -1.97345 -0.76159 0.49409  0.090
O -2.82525 0.06180 0.94565  -0.293
C -0.26387 0.93421 0.87225  -0.062
C -0.17238 2.11822 0.20047  -0.193
C 0.20967 3.33944 0.80534  -0.208
C 0.70805 3.26433 2.07928  -0.208
C 0.62808 2.08230 2.83835  -0.226
C 0.24000 0.90264 2.26728  -0.187
H 0.22005 -2.75941 -2.71379  0.213
H 1.55366 -3.32720 -1.78311  0.221
H -0.06109 -4.30925 -1.90347  0.217
H 0.10956 -3.17829 0.43512  0.233
H -1.20226 -2.64935 -0.50009  0.260
H -0.57618 1.97238 -0.80614  0.214
H 0.31916 4.22678 0.21743  0.216
H 0.98937 4.37166 2.32648  0.225
H 1.14893 1.97363 3.78444  0.218
H 0.14067 0.09914 2.99608  0.221

no.,energy (Ha)
1,-3099.49799
2,-3015.57941
3,-3090.92324
4,-3090.90566